[1]
Density functional theory data (ωB97M-V with the def2-TZVPD basis set) for a 2-piece molecular cluster, C4H10N2O2 overall at a distorted geometry.

XYZ file:
```
18
Properties=species:S:1:pos:R:3:forces:R:3:nbo_charge:R:1
C -1.59124 -0.29776 3.30199 0.3 0.0 -0.2 -0.708
C -1.00721 -0.15220 1.91047 0.6 0.6 -0.6 0.681
N -0.60971 -1.28643 1.29787 0.6 -1.6 0.5 -0.822
O -0.91201 0.94550 1.35057 -0.2 -0.5 0.4 -0.671
H -0.97937 0.23458 4.03451 0.0 0.1 -0.2 0.239
H -1.65525 -1.34366 3.61506 -0.2 0.2 -0.1 0.210
H -2.56475 0.18797 3.26089 -0.1 -0.2 0.2 0.245
H -0.14458 -1.28467 0.37289 -0.3 0.3 0.6 0.443
H -0.44238 -2.12878 1.88441 -0.4 1.1 -0.9 0.388
C 1.59246 0.36204 -3.30278 0.6 0.6 0.3 -0.704
C 0.96322 0.10488 -1.93704 0.0 -1.2 -0.2 0.678
N 0.58032 1.20757 -1.27085 -0.3 -0.6 0.7 -0.815
O 0.80311 -1.05371 -1.51299 0.1 1.3 -0.1 -0.676
H 1.46794 1.43052 -3.56270 0.3 -0.5 0.0 0.201
H 1.08119 -0.22971 -4.04965 -0.1 -0.2 -0.1 0.239
H 2.68033 0.09061 -3.31259 -1.0 0.2 0.1 0.240
H 0.08267 1.11262 -0.37591 0.1 0.1 -0.3 0.441
H 0.65526 2.10063 -1.70415 0.0 0.3 -0.1 0.390
```
Positions in Å, forces in eV/Å.

The energy above the lowest of the compared OMol25 structures with the same formula, charge and spin is 0.00 kJ/mol. As for the SMILES: CC(N)=O.CC(N)=O. Its spin multiplicity is 1. The HOMO-LUMO gap comes out at 10.625 eV. As for the LUMO energy: 0.915 eV. For the HOMO energy, the calculation gives -9.71 eV. Its strongest force on any atom is 0.0347 hartree/bohr.

[2]
Density functional theory data (ωB97M-V with the def2-TZVPD basis set) for the molecule C4H10N2O2 at a distorted geometry.

XYZ file:
```
18
Properties=species:S:1:pos:R:3:forces:R:3:nbo_charge:R:1
C -1.32792 1.40111 1.30799 -0.4 0.3 0.1 -0.439
N 0.05753 1.34402 0.88897 1.2 -2.0 -0.4 -0.458
C 0.52159 0.32131 0.22806 -2.2 3.8 -0.3 0.275
C 1.97967 0.41350 -0.18215 -0.2 -0.5 0.1 -0.661
C -0.32556 -0.79684 -0.42069 2.3 -0.2 3.5 0.596
N -0.03830 -1.04582 -1.76137 0.7 -1.4 -0.6 -0.880
O -1.66185 -0.89671 -0.20798 -0.3 0.6 -0.3 -0.682
O 0.42256 -1.77956 0.58352 -1.0 -0.6 -1.9 -0.768
H -1.45416 2.26549 1.96698 0.1 -0.1 -0.1 0.195
H -2.01491 1.54310 0.46432 0.1 -0.2 0.1 0.192
H -1.63602 0.51867 1.88197 0.0 0.1 -0.2 0.188
H 2.42689 -0.57144 -0.33431 -0.1 0.1 0.0 0.217
H 2.06366 0.99454 -1.10491 0.1 0.0 0.1 0.219
H 2.53779 0.90519 0.61643 -0.2 0.1 -0.2 0.246
H -0.44058 -0.38643 -2.42007 0.3 0.0 0.4 0.395
H 0.94459 -1.25035 -1.90244 -0.3 0.2 -0.3 0.399
H -2.00109 -1.29280 -1.02755 -0.1 -0.2 0.4 0.493
H -0.05389 -1.68698 1.42322 -0.1 0.0 -0.4 0.476
```
Positions in Å, forces in eV/Å.

The energy above the lowest of the compared OMol25 structures with the same formula, charge and spin is 302.70 kJ/mol. As for the SMILES: C/N=C(/C)C(N)(O)O. Its spin multiplicity is 1. The HOMO-LUMO gap comes out at 9.291 eV. As for the LUMO energy: 0.644 eV. For the HOMO energy, the calculation gives -8.65 eV. Its strongest force on any atom is 0.0847 hartree/bohr.

[3]
Density functional theory data (ωB97M-V with the def2-TZVPD basis set) for a 2-piece molecular cluster, C4H10N2O2 overall at a distorted geometry.

XYZ file:
```
18
Properties=species:S:1:pos:R:3:forces:R:3:nbo_charge:R:1
C -0.14572 0.06104 1.09587 -0.4 -1.3 3.3 -0.211
N 0.47801 -1.25458 0.92479 -2.5 2.6 0.6 -0.638
C 3.99654 -0.16909 -0.15264 -1.1 -0.8 -0.6 -0.270
O 2.61431 -0.05635 -0.02400 0.7 0.5 -0.2 -0.613
C -0.57769 0.65282 -0.29109 -2.1 1.2 -2.3 -0.300
N -1.50098 -0.26527 -0.94839 1.2 1.8 1.7 -0.317
C -2.78526 0.00380 -0.53000 -3.0 0.7 0.1 0.427
O -3.29284 1.11043 -0.33236 1.2 -0.4 -0.1 -0.517
H 0.34232 0.83983 1.82076 -0.3 -1.7 -1.8 0.250
H -1.12496 -0.15718 1.55146 0.2 0.4 0.1 0.214
H 1.36799 -1.06006 0.57503 3.5 0.0 -0.5 0.406
H 4.50829 0.65940 -0.63356 -0.3 0.2 -0.9 0.170
H 4.48407 -0.24467 0.76719 0.6 -0.1 2.3 0.158
H 4.32800 -1.14092 -0.58644 -0.4 0.4 -0.6 0.193
H -0.94948 1.77631 -0.17323 0.0 -2.4 0.4 0.267
H 0.34103 0.72284 -0.80933 1.0 -0.4 -0.9 0.251
H -0.02055 -1.68891 0.16883 -0.4 -0.6 -0.1 0.369
H -3.61493 -0.79169 -0.39742 2.0 0.0 -0.5 0.158
```
Positions in Å, forces in eV/Å.

The energy above the lowest of the compared OMol25 structures with the same formula, charge and spin is 951.13 kJ/mol. Its spin multiplicity is 1. The HOMO-LUMO gap comes out at 3.665 eV. As for the LUMO energy: -4.712 eV. For the HOMO energy, the calculation gives -8.38 eV. Its strongest force on any atom is 0.0717 hartree/bohr.

[4]
Density functional theory data (ωB97M-V with the def2-TZVPD basis set) for a 2-piece molecular cluster, C4H10N2O2 overall at a distorted geometry.

XYZ file:
```
18
Properties=species:S:1:pos:R:3:forces:R:3:nbo_charge:R:1
C -1.18811 -0.69567 0.45172 -2.1 1.0 2.6 -0.342
N -2.46988 -0.74388 0.04805 0.6 -0.1 -1.3 -0.268
C 1.92598 -0.93296 0.44732 0.4 0.8 -0.5 0.606
O 1.15023 -1.90656 0.55195 -0.9 -0.5 0.0 -0.659
O 1.97989 -0.11330 -0.47568 0.2 0.0 0.0 -0.711
C -0.72362 0.75642 0.73297 0.6 0.3 0.1 -0.263
N -1.27768 1.73275 -0.20323 1.0 -1.6 0.7 -0.546
C -0.45213 1.67526 -1.43396 -1.1 0.1 0.1 -0.439
H -0.57255 -1.08668 -0.44060 1.2 -0.4 -0.2 0.421
H -0.92175 -1.35640 1.29444 0.1 -0.6 -0.7 0.284
H -2.86846 -1.68427 -0.03719 0.2 -0.1 0.6 0.356
H 2.58022 -0.74092 1.33042 0.1 -0.3 -0.1 0.093
H 0.36104 0.65862 0.76030 -0.1 0.8 -0.5 0.248
H -0.94832 0.98800 1.78191 -0.7 -0.2 -0.1 0.227
H -2.15928 1.27654 -0.42894 -0.4 0.9 -0.1 0.367
H 0.53561 1.38059 -1.18082 0.9 -0.1 0.1 0.244
H -0.43316 2.63202 -1.94987 -0.2 -0.1 -0.2 0.206
H -0.89751 0.86942 -2.02443 0.4 0.2 -0.7 0.176
```
Positions in Å, forces in eV/Å.

The energy above the lowest of the compared OMol25 structures with the same formula, charge and spin is 732.32 kJ/mol. Its spin multiplicity is 1. The HOMO-LUMO gap comes out at 5.074 eV. As for the LUMO energy: -4.173 eV. For the HOMO energy, the calculation gives -9.25 eV. Its strongest force on any atom is 0.0679 hartree/bohr.

[5]
Density functional theory data (ωB97M-V with the def2-TZVPD basis set) for the molecule C4H10N2O2 at a distorted geometry.

XYZ file:
```
18
Properties=species:S:1:pos:R:3:forces:R:3:nbo_charge:R:1
C -1.45489 0.35668 0.82700 0.2 0.2 -1.1 -0.622
C -0.23705 -0.09825 -0.01272 0.5 0.8 1.0 -0.052
C -0.24758 0.54434 -1.38446 -0.1 -1.0 -0.6 -0.223
N -1.33088 -0.10136 -2.14834 -0.2 0.4 -0.8 -0.842
N 1.01531 0.24211 0.71092 -0.8 -0.2 -0.5 -0.640
C 1.79833 -0.77368 1.14641 0.7 0.2 0.6 0.883
O 2.04934 -1.79354 0.55921 -0.2 -0.3 -0.1 -0.637
O 2.31813 -0.48140 2.37709 0.1 0.5 0.0 -0.713
H -2.16689 -0.45331 0.86860 -0.2 -0.1 0.5 0.230
H -1.95200 1.16386 0.28671 -0.1 0.1 0.1 0.205
H -1.16678 0.75436 1.79571 -0.1 -0.4 0.2 0.208
H -0.24189 -1.18153 -0.08908 0.1 0.0 -0.3 0.223
H -0.45902 1.60773 -1.31879 0.2 0.2 0.1 0.183
H 0.72452 0.38416 -1.86524 0.0 0.2 0.1 0.190
H -1.76477 0.56043 -2.78822 0.0 0.1 0.3 0.356
H -0.94435 -0.78156 -2.79292 0.1 -0.3 0.3 0.359
H 0.95951 1.06945 1.27757 0.1 -0.1 0.3 0.395
H 3.10096 -1.01850 2.55052 -0.2 -0.3 -0.2 0.497
```
Positions in Å, forces in eV/Å.

The energy above the lowest of the compared OMol25 structures with the same formula, charge and spin is 90.13 kJ/mol. As for the SMILES: C[C@@H](CN)NC(=O)O. Its spin multiplicity is 1. The HOMO-LUMO gap comes out at 10.392 eV. As for the LUMO energy: 0.820 eV. For the HOMO energy, the calculation gives -9.57 eV. Its strongest force on any atom is 0.0262 hartree/bohr.

[6]
Density functional theory data (ωB97M-V with the def2-TZVPD basis set) for C4H10N2O2 as an isolated structure at a distorted geometry.

XYZ file:
```
18
Properties=species:S:1:pos:R:3:forces:R:3:nbo_charge:R:1
C -0.92059 -0.59472 -0.95588 -2.2 0.9 1.0 -0.189
C -1.73169 0.51452 0.51256 1.5 -2.9 -1.4 -0.199
C -1.52246 1.75802 0.52848 2.4 1.9 -0.6 -0.566
O -0.58886 -1.92442 -0.66892 0.4 0.1 0.1 -0.741
H 0.37395 -1.98693 -0.78221 -0.2 0.0 0.0 0.478
H -1.96028 -0.59773 -1.27758 0.0 -0.2 -0.2 0.194
H -0.39730 -0.13950 -1.80189 0.4 0.1 0.4 0.167
H -2.17098 -0.32567 1.01863 -0.7 0.1 0.1 0.194
H -1.87554 2.59954 1.09860 -0.5 -0.2 0.3 0.221
H -0.15189 1.86911 0.09332 -2.3 0.1 0.2 0.390
C 1.09221 0.23039 0.11196 1.9 2.0 0.9 0.808
N 1.85953 -0.57954 -0.74518 -0.5 0.2 0.0 -0.881
N 1.01507 -0.27760 1.39910 -0.3 0.1 -0.7 -0.827
O 0.99578 1.49409 -0.11151 0.5 -2.2 0.0 -0.664
H 0.44148 0.28756 2.00753 0.0 0.1 0.0 0.410
H 2.11225 -0.09632 -1.59593 0.0 0.0 0.1 0.405
H 2.66650 -0.97427 -0.27916 -0.1 0.0 0.0 0.403
H 0.76282 -1.25654 1.44808 0.0 0.0 -0.1 0.396
```
Positions in Å, forces in eV/Å.

The energy above the lowest of the compared OMol25 structures with the same formula, charge and spin is 617.57 kJ/mol. Its spin multiplicity is 1. The HOMO-LUMO gap comes out at 7.987 eV. As for the LUMO energy: 0.509 eV. For the HOMO energy, the calculation gives -7.48 eV. Its strongest force on any atom is 0.0694 hartree/bohr.

[7]
Density functional theory data (ωB97M-V with the def2-TZVPD basis set) for a 2-piece molecular cluster, C4H10N2O2 overall at a distorted geometry.

XYZ file:
```
18
Properties=species:S:1:pos:R:3:forces:R:3:nbo_charge:R:1
C -1.00640 -2.21986 -0.70419 0.6 -0.3 -0.7 -0.712
C -0.30920 -2.64347 0.55573 -0.6 0.2 0.8 0.666
N 0.85275 -2.01778 0.85098 0.8 0.3 -0.1 -0.823
O -0.81659 -3.45895 1.30871 0.3 -0.1 -0.2 -0.630
H -0.82855 -2.99850 -1.45308 -0.3 -0.2 0.2 0.236
H -0.55313 -1.34583 -1.16054 -0.2 0.4 0.2 0.213
H -2.06932 -2.11641 -0.51129 0.0 0.1 -0.1 0.239
H 1.37098 -2.29574 1.66764 -0.3 -0.1 0.1 0.398
H 1.23002 -1.22646 0.34639 -0.4 -0.2 -0.1 0.411
C -1.09422 2.33686 -0.78257 -0.7 0.0 -0.7 -0.725
C 0.37150 2.40042 -0.45224 -0.3 0.4 0.5 0.677
N 0.88700 3.65674 -0.33813 0.1 0.2 -0.1 -0.824
O 1.04202 1.41099 -0.25353 0.3 -0.4 -0.2 -0.627
H -1.34821 2.99628 -1.61517 0.2 0.0 -0.1 0.222
H -1.77495 2.66003 0.00105 0.3 0.0 0.5 0.239
H -1.38351 1.32379 -1.06731 0.2 0.1 0.1 0.241
H 1.88334 3.77563 -0.26313 0.0 -0.1 0.2 0.404
H 0.33115 4.48562 -0.45669 -0.1 -0.2 -0.1 0.393
```
Positions in Å, forces in eV/Å.

The energy above the lowest of the compared OMol25 structures with the same formula, charge and spin is 35.55 kJ/mol. As for the SMILES: CC(N)=O.CC(N)=O. Its spin multiplicity is 1. The HOMO-LUMO gap comes out at 10.026 eV. As for the LUMO energy: 0.639 eV. For the HOMO energy, the calculation gives -9.39 eV. Its strongest force on any atom is 0.0198 hartree/bohr.

Question: HOMO-LUMO gap of number 3 (C4H10N2O2)?
Answer: 3.665 eV